Here is a structure of composition C18H21ClN2O3Yb in a non-equilibrium geometry from OMol25. Energies are from ωB97M-V/def2-TZVPD.

Geometry as ORCA input:
```
! RIJCOSX wB97M-V def2-TZVPD def2/J DEFGRID3
* xyz -1 2
C -2.272 -2.034 -2.019
C -1.650 -2.217 -3.302
C -1.419 -0.922 -3.863
H -1.339 -3.186 -3.714
C -1.875 0.075 -2.928
C -2.400 -0.613 -1.784
H -2.769 -0.150 -0.862
H -2.506 -2.818 -1.296
H -0.923 -0.716 -4.819
H -1.754 1.165 -3.013
Yb -0.020 -1.102 -1.747
Cl 0.214 -3.099 -0.408
C 2.419 -0.958 -1.654
C 2.018 0.281 -2.257
C 1.520 -0.007 -3.586
H 1.997 1.260 -1.761
C 1.614 -1.416 -3.795
C 2.167 -2.017 -2.605
H 2.267 -3.093 -2.410
H 2.704 -1.103 -0.604
H 1.078 0.734 -4.260
H 1.255 -1.974 -4.667
C -1.740 2.617 2.039
C -0.346 2.411 2.606
C 0.172 0.924 2.504
C 1.535 0.699 3.249
C 2.687 1.588 2.829
C -0.862 0.073 3.264
O -1.102 0.216 4.462
N -1.567 -0.865 2.539
C -1.424 -1.174 1.159
O -2.172 -2.040 0.732
N -0.467 -0.441 0.497
C 0.264 0.496 1.017
O 1.114 1.140 0.294
H -1.768 2.375 0.978
H -2.007 3.660 2.160
H -2.479 2.023 2.563
H 0.374 3.046 2.101
H -0.343 2.668 3.670
H 1.347 0.862 4.314
H 1.802 -0.357 3.132
H 2.441 2.630 2.990
H 3.538 1.340 3.440
H 2.950 1.431 1.788
H -2.269 -1.413 3.027
*
```

⟨S²⟩ = 0.751
Frontier orbital gap (spin up / spin down) = 0.2799 / 0.2798 Eh

Calculated atomic charges, method natural (NBO), unit e: -0.3266 -0.3616 -0.3137 0.2384 -0.3827 -0.3687 0.2449 0.2795 0.2271 0.2338 1.3866 -0.5430 -0.3875 -0.3528 -0.3368 0.2647 -0.3376 -0.3383 0.2505 0.2530 0.2210 0.2224 -0.6147 -0.3776 -0.2248 -0.3708 -0.6089 0.7185 -0.6384 -0.6684 0.8342 -0.6032 -0.7456 0.6916 -0.6897 0.2117 0.2062 0.2073 0.2207 0.2106 0.2152 0.2076 0.1944 0.1965 0.2384 0.4168

=====

Here is an isolated molecule of C24H29N3O5 in a non-equilibrium geometry from OMol25. Energies are from ωB97M-V/def2-TZVPD.

Geometry as ORCA input:
```
! RIJCOSX wB97M-V def2-TZVPD def2/J DEFGRID3
* xyz 0 1
C 0.801 1.609 2.533
C 1.074 0.538 3.664
O 0.225 -0.517 3.645
C 0.887 -1.326 2.608
O 1.937 -1.054 1.916
N 0.058 -2.560 2.509
C -1.173 -2.738 3.167
C -2.193 -2.915 1.998
C -1.741 -3.668 0.844
N -1.574 -2.688 -0.175
C -1.349 -3.201 -1.604
C -0.211 -2.328 -2.011
C 0.240 -1.997 -3.674
C 1.348 -1.630 -3.519
C 1.853 -1.580 -2.364
O 1.091 -2.879 -1.534
C 1.159 -0.527 -1.412
C 1.097 0.940 -1.899
O 2.033 1.269 -2.943
N 0.514 1.708 -1.220
C 0.476 3.161 -1.283
C -0.798 3.725 -0.547
C -0.781 5.044 -0.425
C -0.123 5.942 -1.200
C -0.419 7.423 -1.458
C 0.744 5.163 -2.399
C 1.079 3.964 -2.170
C -0.334 -0.997 -1.380
C -0.898 -1.354 -0.069
O -1.106 -0.636 1.006
C -0.621 -4.548 1.198
C 0.691 -3.683 1.768
H 1.123 2.594 2.670
H -0.084 1.544 2.493
H 1.065 1.305 1.646
H 0.764 0.882 4.549
H 2.136 0.447 3.641
H -1.281 -1.966 3.939
H -0.953 -3.626 3.797
H -3.130 -3.401 2.525
H -2.743 -1.875 2.119
H -2.681 -4.196 0.583
H -1.007 -4.453 -1.348
H -2.215 -3.265 -1.922
H -0.724 -2.089 -4.345
H 1.641 -1.180 -4.545
H 2.879 -1.603 -2.191
H 1.448 -0.600 -0.395
H 0.194 1.305 -0.338
H -1.274 3.163 0.368
H -1.391 5.502 0.091
H 0.634 7.850 -1.164
H -0.539 7.745 -2.369
H -1.113 7.752 -0.765
H 1.249 5.783 -3.107
H 1.701 3.374 -2.825
H -1.140 -0.501 -2.052
H -0.909 -5.226 2.004
H -0.390 -5.304 0.370
H 1.175 -3.282 0.894
H 1.579 -4.336 2.107
*
```

ΔE to the lowest compared entry with this formula, charge and spin = 20.650 eV
Frontier orbital gap = 0.2974 Eh

Calculated atomic charges, method natural (NBO), unit e: -0.5945 -0.0705 -0.5041 0.9315 -0.6581 -0.4865 -0.2224 -0.4301 -0.1004 -0.4441 -0.1876 0.2305 -0.1099 -0.3286 0.1227 -0.5664 -0.2677 0.6714 -0.7608 -0.5547 0.1705 -0.1832 -0.2932 0.0785 -0.6210 -0.1450 -0.3164 -0.4145 0.7308 -0.6469 -0.4271 -0.2260 0.2036 0.1885 0.1883 0.1739 0.1912 0.2509 0.1785 0.2042 0.2823 0.2248 0.1880 0.1847 0.2390 0.2802 0.2374 0.2770 0.4295 0.2228 0.1868 0.2155 0.2178 0.2115 0.2059 0.2815 0.2608 0.2226 0.2278 0.2379 0.2109

=====

Here is a cluster of 6 separate species, C47H84FIN2O17S6 in total in a non-equilibrium geometry from OMol25. Energies are from ωB97M-V/def2-TZVPD.

Geometry as ORCA input:
```
! RIJCOSX wB97M-V def2-TZVPD def2/J DEFGRID3
* xyz 0 1
C 1.589 -6.946 2.582
C 1.820 -5.733 3.071
C 2.442 -4.238 3.114
C 3.970 -3.996 3.526
C 4.992 -5.216 3.887
C 5.705 -5.594 2.455
O 7.145 -5.767 2.570
C 7.637 -6.325 1.293
C 8.693 -5.305 0.560
C 4.539 -2.525 3.570
C 3.703 -1.240 3.211
C 4.418 0.207 3.311
C 4.515 0.996 1.910
F 5.222 0.247 0.886
C 2.198 -1.459 2.775
C 1.611 -2.953 2.747
S -0.183 -3.054 2.186
C -0.183 -1.811 0.771
C -0.940 -2.085 -0.583
C -1.762 -3.477 -0.693
C -3.318 -3.099 -0.349
C -3.604 -2.918 1.229
C -5.217 -2.810 1.498
C -5.637 -3.323 2.969
C -7.226 -3.297 3.265
C -7.947 -4.731 2.980
O -7.716 -5.141 1.601
C -8.315 -6.458 1.346
C -0.849 -1.014 -1.735
C 0.012 0.284 -1.494
C 0.122 1.334 -2.718
N -1.179 1.338 -3.468
C 0.754 0.570 -0.114
C 0.681 -0.491 1.070
N 1.391 -0.267 2.388
C 0.424 0.154 3.460
I 0.977 -0.463 5.487
C 0.352 1.797 3.390
C -0.862 2.345 2.472
H 1.436 -8.019 2.176
H 5.819 -4.770 4.547
H 4.434 -6.109 4.343
H 5.193 -6.527 2.008
H 5.542 -4.704 1.716
H 6.772 -6.489 0.531
H 8.244 -7.304 1.473
H 9.677 -5.202 1.156
H 8.218 -4.276 0.327
H 8.962 -5.786 -0.466
H 5.635 -2.379 3.888
H 3.886 0.876 4.100
H 5.494 0.014 3.693
H 5.152 1.952 2.112
H 3.487 1.387 1.523
H -1.349 -4.319 -0.031
H -1.742 -3.828 -1.790
H -3.483 -2.048 -0.831
H -4.055 -3.845 -0.838
H -3.163 -1.899 1.576
H -3.189 -3.757 1.897
H -5.576 -1.706 1.371
H -5.753 -3.405 0.658
H -5.139 -2.616 3.736
H -5.277 -4.410 3.140
H -7.359 -3.113 4.407
H -7.792 -2.448 2.727
H -9.104 -4.651 3.106
H -7.604 -5.545 3.742
H -8.387 -6.549 0.196
H -9.387 -6.530 1.781
H -7.680 -7.309 1.792
H -1.369 -1.206 -2.738
H 0.344 2.394 -2.327
H 0.943 0.967 -3.459
H -1.904 1.531 -2.757
H -1.133 2.115 -4.153
H 1.386 1.524 0.086
H -0.662 -0.205 3.295
H 0.349 2.283 4.431
H 1.342 2.122 2.860
H -1.139 3.404 2.877
H -0.549 2.522 1.364
H -1.793 1.669 2.448
C -8.294 3.340 4.031
C -7.335 2.770 3.003
O -6.169 2.230 3.619
S -6.263 0.765 4.305
C -4.521 0.493 4.483
O -6.779 -0.172 3.339
O -6.841 0.903 5.617
H -8.726 2.547 4.647
H -9.113 3.872 3.541
H -7.776 4.027 4.706
H -7.827 2.020 2.376
H -7.001 3.573 2.341
H -4.067 0.453 3.492
H -4.379 -0.457 5.000
H -4.096 1.305 5.073
C -0.826 4.004 -9.714
C 0.160 4.026 -8.561
O -0.053 5.153 -7.714
S -1.264 5.098 -6.642
C -0.764 6.494 -5.672
O -1.128 3.908 -5.840
O -2.494 5.426 -7.316
H -1.842 3.815 -9.358
H -0.566 3.219 -10.429
H -0.839 4.967 -10.232
H 0.119 3.095 -7.988
H 1.174 4.115 -8.959
H 0.199 6.276 -5.211
H -1.520 6.658 -4.903
H -0.697 7.368 -6.321
C 7.656 -3.609 -6.060
C 8.639 -3.584 -4.905
O 8.414 -2.464 -4.053
S 7.199 -2.535 -2.983
C 7.684 -1.140 -2.005
O 7.346 -3.729 -2.188
O 5.968 -2.216 -3.658
H 6.641 -3.809 -5.708
H 7.925 -4.388 -6.778
H 7.635 -2.643 -6.573
H 8.606 -4.518 -4.337
H 9.653 -3.483 -5.300
H 8.649 -1.351 -1.543
H 6.925 -0.987 -1.237
H 7.744 -0.262 -2.649
C -4.583 3.199 -6.081
C -5.304 4.518 -5.886
O -6.592 4.505 -6.500
S -7.808 3.759 -5.734
C -9.126 4.426 -6.712
O -7.913 4.286 -4.397
O -7.718 2.344 -5.991
H -5.076 2.396 -5.526
H -3.551 3.268 -5.730
H -4.581 2.909 -7.135
H -5.382 4.774 -4.825
H -4.731 5.314 -6.369
H -9.157 5.506 -6.572
H -10.059 3.976 -6.371
H -8.951 4.173 -7.759
C 7.943 5.026 5.414
C 6.841 5.845 6.060
O 5.691 5.924 5.223
S 4.682 4.658 5.170
C 3.335 5.483 4.368
O 4.282 4.320 6.512
O 5.220 3.674 4.265
H 7.659 3.973 5.341
H 8.863 5.089 5.999
H 8.142 5.378 4.398
H 6.579 5.447 7.045
H 7.196 6.868 6.210
H 2.965 6.273 5.022
H 2.550 4.748 4.186
H 3.686 5.895 3.421
*
```

Frontier orbital gap = 0.2895 Eh

Results of the Mulliken charge analysis, in e, for atoms 1 through 99: -0.3490 -0.9081 0.5493 0.2627 -0.7840 -0.2717 -0.3634 -0.3087 -0.7476 -1.0779 0.8961 -0.5830 0.3181 -0.3011 -1.4041 0.8476 -0.2366 0.3052 0.2575 -0.8072 -0.5572 0.0849 -0.3989 -0.4663 -0.5046 -0.6370 -0.2344 -0.6627 -0.5831 0.2407 -0.4727 -0.5218 -0.8580 -0.2513 1.0953 -0.3307 0.0856 -0.0109 -0.8253 0.3460 0.3138 0.3770 0.2881 0.2995 0.2793 0.2314 0.3101 0.1197 0.2746 0.1572 0.1686 0.3460 0.1321 -0.1813 0.3559 0.3640 0.2418 0.3828 -0.0787 0.2589 0.1146 0.2442 0.1096 0.3967 0.2517 0.2500 0.3693 0.3169 0.2083 0.2641 0.2646 0.2993 0.2966 0.2678 0.2264 0.1961 0.2023 0.2896 0.4829 -0.0800 0.3239 0.1989 0.0835 -0.9971 -0.2961 -0.2595 1.1363 -0.9488 -0.5354 -0.6468 0.2846 0.3980 0.2595 0.2862 0.2761 0.1641 0.4099 0.4524 -0.9587

=====

Here is the ion C6H7ClFO2 with charge -1 in a non-equilibrium geometry from OMol25. Energies are from ωB97M-V/def2-TZVPD.

Geometry as ORCA input:
```
! RIJCOSX wB97M-V def2-TZVPD def2/J DEFGRID3
* xyz -1 3
C -1.740 1.500 -0.049
C -1.116 0.271 0.537
C 0.334 -0.206 0.098
C 1.385 -0.081 1.166
C 0.198 -1.667 -0.218
C 0.767 0.539 -1.143
O -1.890 2.689 -0.145
O -2.328 0.376 -0.329
F 1.609 1.385 1.268
Cl 0.788 -0.626 2.841
H -1.401 -0.169 1.406
H 1.208 -2.105 -0.203
H -0.062 -1.925 -1.272
H -0.552 -2.108 0.544
H 1.140 -0.225 -1.798
H 1.590 1.246 -0.902
H 0.069 1.106 -1.800
*
```

⟨S²⟩ = 2.007
Frontier orbital gap (spin up / spin down) = 0.1034 / 0.3434 Eh

Calculated atomic charges, method natural (NBO), unit e: 0.7873 -0.0120 -0.2703 0.3131 -0.6151 -0.6204 -0.5647 -0.4713 -0.4338 -0.6258 0.2096 0.2186 0.2077 0.2295 0.1981 0.2365 0.2130

=====

Here is a cluster of 2 separate species, C3H10N2O2 in total in a non-equilibrium geometry from OMol25. Energies are from ωB97M-V/def2-TZVPD.

Geometry as ORCA input:
```
! RIJCOSX wB97M-V def2-TZVPD def2/J DEFGRID3
* xyz 0 1
C 0.662 -0.008 0.190
C -0.787 -0.206 0.186
C 1.278 1.257 -0.308
N -1.566 0.881 -0.359
N -1.335 -0.762 1.418
O 1.343 -0.700 1.115
O 0.762 -1.153 -1.415
H 2.285 -0.707 0.897
H 0.855 -1.562 -2.285
H -0.651 -1.009 -0.685
H -2.368 0.543 -0.875
H -1.920 1.467 0.390
H -0.683 -1.418 1.835
H -2.159 -1.307 1.188
H 0.812 1.539 -1.246
H 1.128 2.039 0.443
H 2.343 1.106 -0.489
*
```

ΔE to the lowest compared entry with this formula, charge and spin = 4.037 eV
Frontier orbital gap = 0.3213 Eh

Calculated atomic charges, method natural (NBO), unit e: 0.7547 -0.1161 -0.6927 -0.8287 -0.8442 -0.6500 -1.1509 0.5026 0.4807 0.3583 0.3686 0.3593 0.3713 0.3608 0.2739 0.2340 0.2185